Record 1
A cluster of 2 separate species, C21H22F3N7O4 in total in a non-equilibrium geometry, computed with ωB97M-V/def2-TZVPD.

Calculated values
relative energy (zero: lowest compared OMol25 entry of this formula, charge and spin) = 3.3 kcal/mol
structure (SMILES) = O=C(Nc1cccc(-c2nnn[nH]2)c1)c1cccc(C(F)(F)F)c1.CNC(=O)[C@H](CO)NC(C)=O
orbital gap = 9.0 eV

Cartesian coordinates (Å):
O -2.0208 -1.5730 -2.1244
C -1.4988 -0.6126 -2.6753
N -2.2425 0.4762 -3.1005
C -3.6193 0.6826 -2.9600
C -4.3976 0.1195 -1.9353
C -5.7699 0.3633 -1.8659
C -6.3792 1.1842 -2.8145
C -5.6230 1.7732 -3.8395
C -6.2839 2.6262 -4.8365
N -7.5491 2.9259 -4.8866
N -7.7232 3.7395 -5.9762
N -6.6166 3.9506 -6.5964
N -5.6990 3.2584 -5.8970
C -4.2398 1.5200 -3.8923
C -0.0412 -0.6146 -2.8656
C 0.5783 0.0651 -3.9304
C 1.9691 0.0401 -4.0705
C 2.7579 -0.6545 -3.1493
C 2.1634 -1.3341 -2.0716
C 2.9925 -2.1013 -1.0593
F 4.2712 -1.6396 -1.0181
F 2.4620 -1.9760 0.1868
F 2.9990 -3.4129 -1.4095
C 0.7650 -1.3188 -1.9559
H -1.7264 1.1748 -3.6197
H -3.9496 -0.5130 -1.1760
H -6.3633 -0.0867 -1.0750
H -7.4500 1.3657 -2.7519
H -4.7124 3.2077 -6.1228
H -3.6365 1.9612 -4.6775
H -0.0101 0.6001 -4.6701
H 2.4424 0.5593 -4.8994
H 3.8376 -0.6655 -3.2803
H 0.2926 -1.8610 -1.1370
C 2.2259 2.0487 6.0780
N 1.2587 1.0690 5.5824
C 1.5053 -0.0437 4.8817
O 0.5670 -0.7570 4.5428
C 2.9418 -0.4318 4.4932
C 3.1870 -0.0830 3.0213
O 3.2281 1.3166 2.8376
N 3.1764 -1.8657 4.6931
C 4.3814 -2.4106 4.8408
C 4.4318 -3.9114 4.9942
O 5.4148 -1.7543 4.8433
H 2.8232 2.4394 5.2521
H 1.6986 2.8809 6.5474
H 2.8833 1.5885 6.8183
H 0.2819 1.2366 5.7695
H 3.6515 0.1213 5.1065
H 4.1357 -0.5094 2.6921
H 2.3835 -0.5037 2.4152
H 4.1366 1.6056 2.9640
H 2.3656 -2.4670 4.6900
H 5.4719 -4.2328 4.9622
H 3.9895 -4.1884 5.9489
H 3.8816 -4.3776 4.1789

Record 2
A cluster of 4 separate species, C14H29N2O9S3 in total in a non-equilibrium geometry, computed with ωB97M-V/def2-TZVPD.

Calculated values
relative energy (zero: lowest compared OMol25 entry of this formula, charge and spin) = 58.3 kcal/mol
charge = -1
orbital gap = 4.5 eV

Cartesian coordinates (Å):
N -2.9625 1.0219 -2.4563
C -2.3274 0.1436 -1.4823
C -3.0212 -0.1726 -0.1529
C -2.1745 -1.1169 0.7011
C -0.8271 -1.5687 0.2106
N -0.1328 -1.3108 -0.9971
C -0.9704 -0.4721 -1.7702
H -3.4863 0.3611 -3.0691
H -4.0291 0.2295 0.1556
H -2.5624 -1.4763 1.7073
H -0.2452 -2.2469 0.9338
H -0.5351 -0.2159 -2.8012
O -5.1865 -2.5575 1.4235
S -5.9055 -3.7145 0.9666
O -5.5155 -4.4357 -0.2137
O -7.4760 -3.3459 0.8570
C -7.8519 -2.2091 0.0782
C -7.8333 -2.5179 -1.4069
C -6.0425 -4.8638 2.3069
H -7.2143 -1.3516 0.3113
H -8.8691 -1.9450 0.3772
H -6.8143 -2.6918 -1.7587
H -8.2509 -1.6864 -1.9783
H -8.4083 -3.4222 -1.6212
H -6.3920 -4.3336 3.1915
H -5.0541 -5.2858 2.4876
H -6.7389 -5.6527 2.0249
O 2.2137 2.0964 1.5137
S 2.2840 0.7688 2.0684
O 1.2756 0.2644 2.9600
O 3.7377 0.5633 2.7563
C 4.1669 1.5108 3.7305
C 3.5106 1.2648 5.0764
C 2.4992 -0.3863 0.7464
H 3.9866 2.5326 3.3834
H 5.2484 1.3910 3.8316
H 2.4390 1.4705 5.0337
H 3.9487 1.9091 5.8423
H 3.6276 0.2215 5.3788
H 3.3020 -0.0353 0.0986
H 1.5621 -0.4395 0.1876
H 2.7371 -1.3626 1.1670
O 4.9488 1.6156 -4.3327
S 5.8485 2.5886 -3.7746
O 7.0534 2.2038 -3.0890
O 5.0126 3.5989 -2.8328
C 4.2011 3.0489 -1.7905
C 5.0337 2.6421 -0.5899
C 6.2673 3.7623 -5.0325
H 3.6080 2.2091 -2.1630
H 3.4996 3.8306 -1.4921
H 5.6796 1.7941 -0.8293
H 4.3909 2.3527 0.2441
H 5.6824 3.4620 -0.2717
H 5.3528 4.0993 -5.5183
H 6.9141 3.2632 -5.7539
H 6.7952 4.5973 -4.5736

Record 3
A cluster of 3 separate species, C3H14N2O2 in total in a non-equilibrium geometry, computed with ωB97M-V/def2-TZVPD.

Calculated values
relative energy (zero: lowest compared OMol25 entry of this formula, charge and spin) = 30.2 kcal/mol
expectation value of S² = 0.75
charge = -1
orbital gap (alpha / beta) = 2.2 / 8.9 eV
2S+1 = 2

Cartesian coordinates (Å):
N -0.5153 -0.4627 -3.7765
C 0.0863 0.3427 -2.6696
C -0.5730 0.2298 -1.2577
C 0.0921 1.2761 -0.2853
N -0.1972 1.2138 1.1860
H -0.4592 -1.5253 -3.6443
H 0.0187 -0.4376 -4.6374
H 1.1232 0.0314 -2.6364
H -0.1544 1.3396 -2.9659
H -0.2158 -0.7727 -0.8988
H -1.7038 0.0920 -1.2513
H 1.1192 1.0852 -0.4530
H -0.1861 2.2799 -0.6368
H -1.0792 1.7336 1.2886
H 0.3899 1.7594 1.7884
H 1.1042 0.3352 4.6714
H -0.3310 0.3122 4.2077
O 0.5112 -0.1908 4.0740
H 0.1687 -1.7206 2.4237
H -0.1029 -1.9517 0.8904
O 0.4468 -2.1730 1.5839

Record 4
The ion C8H10N5 with charge +1 in a non-equilibrium geometry, computed with ωB97M-V/def2-TZVPD.

Calculated values
relative energy (zero: lowest compared OMol25 entry of this formula, charge and spin) = 141.7 kcal/mol
charge = +1
orbital gap (alpha / beta) = 7.3 / 8.4 eV

Cartesian coordinates (Å):
C -1.3214 1.8008 -0.1151
C -3.4577 -0.7009 -0.2456
C -1.2095 -0.4935 0.6466
C 1.5488 0.9429 0.6962
C -0.7711 0.4450 -0.4856
C 0.8262 0.4750 -0.5508
C 2.4942 -1.4788 0.3505
C -2.6914 -0.3860 0.8981
N -1.9507 2.7335 0.1659
N -3.9823 -0.9797 -1.2255
N -0.4759 -1.1436 1.3370
N 1.3773 0.7589 -1.7748
N 1.4611 -0.5105 0.4341
H 2.5970 1.1987 0.4533
H 1.2039 1.6458 1.4430
H -1.3007 0.1985 -1.4051
H 2.7371 -2.2116 1.1759
H 2.2786 -2.1638 -0.6196
H 3.4786 -1.0361 0.1376
H -3.0582 -0.8726 1.8246
H -3.0509 0.6260 1.2528
H 2.4157 0.8052 -1.7956
H 0.8513 0.3466 -2.5980

Record 5
A structure of composition C38H44N4O2PtTe, computed with ωB97M-V/def2-TZVPD.

Calculated values
relative energy (zero: lowest compared OMol25 entry of this formula, charge and spin) = 0.0 kcal/mol
expectation value of S² = 0.76
charge = -1
orbital gap (alpha / beta) = 7.0 / 7.1 eV
2S+1 = 2

Cartesian coordinates (Å):
Pt 0.2848 -0.3298 0.1086
O -1.2484 -0.4427 1.6240
C -1.5171 -1.5511 2.2070
C -2.8463 -1.8134 2.6436
C -3.2117 -3.0169 3.1912
C -2.2756 -4.0440 3.3727
C -0.9662 -3.8003 3.0227
C -0.5589 -2.5765 2.4745
C 0.8540 -2.3262 2.2481
N 1.4117 -1.3820 1.4995
C 2.7785 -1.5141 1.6024
C 3.0633 -2.5429 2.4350
N 1.8431 -3.0477 2.8335
H -3.5738 -1.0245 2.4965
H -4.2467 -3.1792 3.4717
H -2.5728 -5.0060 3.7678
H -0.2395 -4.5976 3.1511
H 3.4425 -0.8656 1.0602
H 3.9966 -2.9563 2.7711
H 1.6909 -3.7797 3.5019
C 2.4598 -4.0436 -2.7786
N 1.2196 -3.4904 -2.2830
C 1.1138 -3.6520 -0.8462
C 0.9637 -2.1199 -2.7429
C 1.9633 -1.0500 -2.3454
C 3.0796 -0.8671 -3.1663
C 4.0413 0.0914 -2.8960
C 3.8765 0.9048 -1.7831
C 2.7661 0.7387 -0.9693
C 1.7892 -0.2422 -1.2099
H 2.5079 -5.1051 -2.5212
H 3.3558 -3.5534 -2.3638
H 2.4977 -3.9547 -3.8669
H 1.0964 -4.7194 -0.6035
H 0.1888 -3.1950 -0.4897
H 1.9475 -3.1869 -0.2965
H -0.0268 -1.8410 -2.3848
H 0.9184 -2.1659 -3.8369
H 3.1795 -1.4849 -4.0542
H 4.8916 0.2188 -3.5557
H 4.5986 1.6829 -1.5615
H 2.6344 1.4081 -0.1257
C -0.9751 1.0429 -3.4971
C -0.7078 1.4591 -2.0583
O -0.4151 2.6189 -1.7769
N -0.9347 0.4840 -1.1558
Te -2.8225 -1.9522 -1.2841
C -4.0715 -3.6842 -1.4814
C -5.3454 -3.7366 -0.9048
C -5.9061 -2.6091 -0.0815
C -6.1300 -4.8762 -1.0875
C -5.6770 -5.9715 -1.8028
C -6.5383 -7.1914 -1.9948
C -4.3943 -5.9180 -2.3354
C -3.5852 -4.7977 -2.1870
C -2.2042 -4.8203 -2.7871
C -4.2525 -0.6059 -2.0940
C -4.8167 -0.8381 -3.3529
C -4.4439 -2.0065 -4.2260
C -5.7766 0.0516 -3.8385
C -6.1638 1.1729 -3.1246
C -7.1962 2.1266 -3.6635
C -5.5686 1.3981 -1.8892
C -4.6263 0.5286 -1.3528
C -4.0430 0.8371 -0.0013
H -0.4788 1.7390 -4.1705
H -2.0533 1.0684 -3.6749
H -0.6349 0.0221 -3.6828
H -5.1390 -2.1903 0.5726
H -6.7359 -2.9622 0.5323
H -6.2693 -1.7959 -0.7139
H -7.1186 -4.9067 -0.6392
H -7.4612 -7.1150 -1.4196
H -6.0165 -8.0969 -1.6790
H -6.8083 -7.3210 -3.0454
H -4.0103 -6.7732 -2.8837
H -2.0243 -5.7655 -3.3007
H -1.4246 -4.6943 -2.0343
H -2.0616 -4.0057 -3.4994
H -3.3920 -2.2657 -4.1067
H -4.6285 -1.7655 -5.2738
H -5.0265 -2.8957 -3.9720
H -6.2142 -0.1362 -4.8144
H -7.4905 1.8556 -4.6777
H -6.8140 3.1489 -3.6828
H -8.0940 2.1258 -3.0413
H -5.8481 2.2769 -1.3161
H -4.6019 1.6371 0.4850
H -2.9938 1.1280 -0.0815
H -4.0494 -0.0461 0.6406

Record 6
The molecule C4H8N4 in a non-equilibrium geometry, computed with ωB97M-V/def2-TZVPD.

Calculated values
relative energy (zero: lowest compared OMol25 entry of this formula, charge and spin) = 51.6 kcal/mol
structure (SMILES) = [H]/N=C(\C=N\[H])C(/N)=C\N
orbital gap = 7.9 eV

Cartesian coordinates (Å):
H 1.2086 1.5626 2.1184
N 1.5782 1.1957 1.2341
C 0.6320 0.5823 0.6014
C -0.8626 0.7833 0.8933
N -1.4976 0.0808 1.7831
H -2.3535 0.5678 2.0688
C 0.7862 -0.0946 -0.7067
N 1.8375 0.2927 -1.5063
C -0.3291 -0.7735 -1.1167
N -1.0343 -1.7511 -0.4333
H -1.2277 1.7559 0.5277
H 2.5774 0.7058 -0.9333
H 2.1249 -0.4229 -2.1649
H -0.4179 -0.9599 -2.1889
H -1.0322 -1.6490 0.5846
H -1.9898 -1.8758 -0.7613

Record 7
A structure of composition C14H21F6FeN3O15PS4, computed with ωB97M-V/def2-TZVPD.

Calculated values
relative energy (zero: lowest compared OMol25 entry of this formula, charge and spin) = 37.3 kcal/mol
expectation value of S² = 8.76
orbital gap (alpha / beta) = 9.3 / 7.2 eV
2S+1 = 6

Cartesian coordinates (Å):
Fe 0.2199 -0.3185 0.3881
C -2.1661 -0.1776 4.3735
C -1.0899 -0.9883 3.6953
C -0.4545 -2.1234 4.4531
O -1.3641 -1.3666 2.4443
C 0.3511 0.2633 3.5696
O 0.6151 0.6059 4.6790
O 0.6981 0.4372 2.4137
H -3.0290 -0.8340 4.5064
H -2.4682 0.6755 3.7616
H -1.8256 0.1792 5.3417
H -1.2463 -2.8388 4.6890
H 0.0023 -1.7732 5.3748
H 0.2848 -2.6288 3.8313
H -1.8461 -0.6687 1.9487
F 2.8186 -5.6329 -0.3011
C 2.8822 -4.3543 -0.6084
F 3.9670 -3.8127 -0.0565
F 2.9890 -4.2238 -1.9385
S 1.4173 -3.4266 -0.0080
O 1.6353 -2.0890 -0.6086
O 1.4550 -3.4433 1.4228
N 0.2882 -4.2581 -0.7266
S -1.0863 -3.4315 -0.8401
O -0.9966 -2.3319 0.1076
O -2.2612 -4.2313 -0.8283
C -0.9986 -2.9493 -2.6482
F 0.0779 -2.2352 -2.9518
F -2.0834 -2.3105 -3.0332
F -0.9209 -4.1148 -3.2983
O 0.3390 1.6078 -1.0628
S -0.6508 1.0718 -2.0139
O -0.2069 1.1309 -3.3836
O -1.0069 -0.2719 -1.5309
C -2.1146 2.0832 -1.9139
C -2.7836 2.2819 -3.1146
C -3.9364 3.0512 -3.1533
C -4.4230 3.6288 -1.9949
C -3.7691 3.4266 -0.7890
C -2.6169 2.6571 -0.7362
S -1.9154 2.4084 0.8869
O -2.9598 2.6586 1.8431
O -0.7699 3.3016 1.0025
O -1.5232 0.9798 0.8641
H -2.3795 1.8354 -4.0116
H -4.4512 3.1989 -4.0933
H -5.3219 4.2306 -2.0229
H -4.1509 3.8438 0.1320
N 1.8142 2.8616 0.9223
C 2.7572 2.8078 -0.2344
P 3.2404 1.0470 -0.4795
O 4.7109 0.8459 -0.3562
O 2.2941 0.3122 0.4463
C 2.9358 0.5580 -2.2306
N 3.6511 -0.7561 -2.3203
H 1.7764 1.9130 1.3406
H 0.8199 3.0581 0.6704
H 2.1038 3.5254 1.6355
H 3.6479 3.3877 -0.0042
H 2.2673 3.2006 -1.1204
H 3.4362 1.2547 -2.9004
H 1.8979 0.4354 -2.5219
H 3.0717 -1.4711 -1.8320
H 4.5341 -0.6429 -1.7990
H 3.8170 -1.0597 -3.2771

Record 8
A structure of composition C34H23Br4N4O8S3Ta in a non-equilibrium geometry, computed with ωB97M-V/def2-TZVPD.

Calculated values
relative energy (zero: lowest compared OMol25 entry of this formula, charge and spin) = 39.0 kcal/mol
charge = -2
orbital gap = 6.6 eV

Cartesian coordinates (Å):
Ta 1.7671 -0.8052 -1.0880
S 3.4669 0.7875 -1.9900
C 4.7171 0.7921 -0.7685
C 5.5423 1.9525 -0.6743
N 6.1963 2.9001 -0.6246
C 4.9541 -0.2976 0.0114
S 4.0499 -1.7638 -0.1086
C 6.0306 -0.2783 0.9584
N 6.8936 -0.2627 1.7208
C -4.5385 -5.7139 0.0822
C -3.4603 -4.6804 0.2504
C -3.7594 -3.4088 0.7194
C -2.7702 -2.4421 0.8344
C -1.4789 -2.7531 0.4510
C -1.1520 -4.0141 -0.0224
C -2.1439 -4.9719 -0.1035
S -0.2194 -1.5314 0.6710
O 1.0991 -2.2001 0.3800
O -0.3788 -1.0908 2.0307
N -0.2048 -0.3469 -0.3972
C -1.3268 -0.2502 -1.3258
C -1.4081 -1.5124 -2.2168
O -2.3627 -1.6096 -2.9897
O -0.4526 -2.3205 -2.0217
H -5.4212 -5.4635 0.6708
H -4.1917 -6.7019 0.3879
H -4.8433 -5.7819 -0.9645
H -4.7780 -3.1643 0.9969
H -3.0046 -1.4612 1.2236
H -0.1439 -4.2145 -0.3542
H -1.8980 -5.9572 -0.4821
H -1.1605 0.6295 -1.9436
H -2.2689 -0.1125 -0.7901
Br -0.5420 -1.9784 -7.5695
C 0.3649 -2.1251 -5.9162
C 0.9851 -3.3090 -5.5546
Br 0.9347 -4.8147 -6.7005
C 1.6624 -3.3989 -4.3342
Br 2.4664 -4.9916 -3.7219
C 1.7177 -2.3052 -3.4966
O 2.2921 -2.3006 -2.3035
C 1.0807 -1.0988 -3.8576
O 1.1033 -0.1540 -2.9299
C 0.4076 -1.0200 -5.0598
Br -0.4456 0.6152 -5.4565
C -3.1466 4.9359 -0.3914
C -2.4973 3.9571 0.5525
C -3.1238 2.7439 0.8075
C -2.5305 1.8087 1.6424
C -1.3205 2.0790 2.2475
C -0.6876 3.2951 2.0055
N 0.5302 3.6193 2.6223
C 1.3730 2.6839 3.2284
C 1.7519 2.8935 4.5571
C 2.5910 2.0092 5.2110
C 3.0459 0.8753 4.5543
C 2.6890 0.6702 3.2325
C 1.8824 1.5724 2.5418
C 1.6875 1.3743 1.0561
O 1.2198 2.2274 0.3280
O 2.1363 0.2137 0.6539
C -1.2634 4.2376 1.1461
C -0.4994 5.4973 0.8519
H -4.0893 4.5345 -0.7625
H -2.5128 5.1401 -1.2565
H -3.3537 5.8936 0.0933
H -4.0693 2.5220 0.3266
H -3.0121 0.8566 1.8240
H -0.8536 1.3383 2.8811
H 0.5695 4.5396 3.0260
H 1.3586 3.7606 5.0776
H 2.8753 2.2003 6.2392
H 3.6870 0.1650 5.0592
H 3.0568 -0.1885 2.6881
H 0.5524 5.2547 0.6927
H -0.5522 6.2174 1.6774
H -0.8722 6.0021 -0.0363

Record 9
The molecule C3H9O2P in a non-equilibrium geometry, computed with ωB97M-V/def2-TZVPD.

Calculated values
relative energy (zero: lowest compared OMol25 entry of this formula, charge and spin) = 22.3 kcal/mol
structure (SMILES) = CC(C)O[PH2]=O
orbital gap = 11.2 eV

Cartesian coordinates (Å):
C -0.9811 1.1642 -0.5151
C -0.5254 -0.1391 0.2464
C -1.3217 -1.3714 -0.1251
O 0.9723 -0.2750 -0.4585
P 2.2647 0.1992 0.3764
O 3.4759 -0.1449 -0.3081
H -1.2089 0.9407 -1.5701
H -1.9462 1.6618 -0.2139
H -0.0624 1.7617 -0.3910
H -0.4067 0.1208 1.4059
H -1.2115 -1.5951 -1.2847
H -2.4040 -1.2406 -0.0586
H -0.9659 -2.2685 0.3456
H 2.0950 1.4529 0.8591
H 2.2259 -0.2667 1.6915

Record 10
A structure of composition C22H17N3O2ReS4SbSe, computed with ωB97M-V/def2-TZVPD.

Calculated values
charge = +2
orbital gap (alpha / beta) = 5.6 / 5.6 eV

Cartesian coordinates (Å):
Re 0.4658 1.0814 0.9739
C 1.4757 2.7673 -1.9202
O 0.7436 1.6826 -1.2975
C 0.1574 0.7537 -2.1357
C -0.0724 0.9429 -3.4837
C -0.6699 -0.0854 -4.2014
C -1.0261 -1.2813 -3.5892
C -0.7851 -1.4725 -2.2426
C -0.2054 -0.4404 -1.5131
N 0.1451 -0.5368 -0.1488
N 0.2585 -1.7237 0.3480
C 0.9438 -1.9908 1.4635
C 1.9560 -1.0906 1.9905
O 2.0040 0.1388 1.5558
C 2.9484 -1.5579 2.8673
C 2.8789 -2.8372 3.3258
C 1.8623 -3.7521 2.9120
C 1.8229 -5.0602 3.4146
C 0.8564 -5.9412 2.9868
C -0.0936 -5.5357 2.0449
C -0.0781 -4.2536 1.5393
C 0.8986 -3.3460 1.9625
H 2.2292 2.3502 -2.5857
H 0.7916 3.4113 -2.4648
H 1.9483 3.3193 -1.1150
H 0.2057 1.8591 -3.9838
H -0.8519 0.0508 -5.2587
H -1.4846 -2.0688 -4.1701
H -1.0365 -2.4010 -1.7509
H 3.7149 -0.8672 3.1892
H 3.6171 -3.1846 4.0389
H 2.5642 -5.3680 4.1409
H 0.8295 -6.9492 3.3770
H -0.8504 -6.2335 1.7136
H -0.8271 -3.9416 0.8253
S 1.5898 4.2182 5.2407
Sb -0.2941 3.1349 5.0274
S 0.0407 3.3330 1.1778
S -0.5934 0.4155 2.7828
S 0.6354 0.8275 4.3624
Se -1.8826 2.4363 0.6613
C -2.2716 3.3154 -1.0176
C -1.5233 4.3435 -1.5539
C -1.9732 4.9001 -2.7481
N -3.0638 4.4863 -3.3785
C -3.7796 3.5092 -2.8374
C -3.4288 2.8857 -1.6440
H -0.6426 4.7370 -1.0664
H -1.4273 5.7176 -3.2051
H -4.6727 3.2062 -3.3699
H -4.0497 2.0952 -1.2401

no.,DFT total energy (hartree)
1,-1797.3319
2,-2531.9445
3,-382.5994
4,-584.1462
5,-2231.3351
6,-376.1662
7,-5636.0807
8,-13678.3555
9,-611.5107
10,-5475.4424